1.
{
  "formula": "C41H30CoN3O2P2S2",
  "method": "the ωB97M-V functional and the def2-TZVPD basis",
  "s_squared": 0.83,
  "total_charge": -1,
  "homo_lumo_gap_ev": [5.9, 5.9],
  "multiplicity": 2,
  "symbols": ["Co", "S", "P", "C", "P", "S", "C", "C", "C", "C", "C", "C", "C", "C", "C", "C", "C", "C", "C", "C", "C", "C", "C", "C", "C", "C", "C", "C", "C", "C", "H", "H", "H", "H", "H", "H", "H", "H", "H", "H", "H", "H", "H", "H", "H", "H", "H", "H", "H", "H", "O", "C", "O", "C", "C", "C", "C", "C", "C", "C", "C", "C", "N", "H", "H", "H", "H", "H", "H", "N", "C", "C", "C", "C", "N", "C", "C", "H", "H", "H", "H"],
  "positions_angstrom": [[-0.997, -0.027, -0.041], [2.542, 0.248, -2.032], [2.277, -0.258, -0.111], [0.846, 0.229, 0.634], [0.596, 1.180, 2.001], [-1.142, 2.185, 1.865], [1.948, 2.370, 2.361], [2.067, 3.466, 1.504], [3.045, 4.424, 1.706], [3.927, 4.301, 2.775], [3.821, 3.215, 3.630], [2.834, 2.254, 3.424], [0.501, 0.222, 3.566], [0.711, -1.146, 3.544], [0.551, -1.909, 4.698], [0.183, -1.299, 5.885], [-0.026, 0.079, 5.920], [0.123, 0.831, 4.766], [3.770, 0.198, 0.860], [4.076, -0.513, 2.022], [5.242, -0.255, 2.727], [6.113, 0.732, 2.283], [5.808, 1.459, 1.142], [4.644, 1.190, 0.430], [2.464, -2.096, -0.079], [3.663, -2.717, -0.435], [3.745, -4.098, -0.511], [2.626, -4.883, -0.242], [1.432, -4.277, 0.114], [1.359, -2.888, 0.192], [1.365, 3.563, 0.684], [3.124, 5.270, 1.032], [4.696, 5.048, 2.937], [4.511, 3.108, 4.458], [2.765, 1.405, 4.092], [0.988, -1.614, 2.611], [0.699, -2.982, 4.658], [0.046, -1.892, 6.782], [-0.322, 0.559, 6.845], [-0.066, 1.898, 4.782], [3.393, -1.281, 2.372], [5.470, -0.820, 3.622], [7.028, 0.934, 2.829], [6.483, 2.234, 0.797], [4.409, 1.729, -0.480], [4.534, -2.111, -0.656], [4.682, -4.569, -0.787], [2.689, -5.962, -0.315], [0.554, -4.872, 0.341], [0.442, -2.394, 0.483], [-2.242, -3.583, 1.184], [-1.889, -2.572, 0.598], [-1.578, -1.442, 1.108], [-1.802, -2.641, -0.935], [-2.213, -3.834, -1.571], [-2.179, -3.898, -2.925], [-1.697, -2.790, -3.659], [-1.632, -2.796, -5.075], [-1.137, -1.722, -5.748], [-0.662, -0.599, -5.028], [-0.715, -0.568, -3.666], [-1.259, -1.656, -2.943], [-1.350, -1.590, -1.573], [-2.551, -4.643, -0.941], [-2.507, -4.784, -3.457], [-1.978, -3.676, -5.606], [-1.087, -1.733, -6.830], [-0.227, 0.238, -5.560], [-0.283, 0.253, -3.118], [-1.877, 5.217, -4.975], [-1.699, 4.429, -4.159], [-1.477, 3.431, -3.126], [-2.538, 2.670, -2.652], [-2.275, 1.732, -1.676], [-1.051, 1.523, -1.180], [-0.042, 2.266, -1.618], [-0.216, 3.236, -2.600], [-3.539, 2.802, -3.037], [-3.071, 1.122, -1.263], [0.921, 2.045, -1.179], [0.631, 3.810, -2.948]]
}

2.
{
  "formula": "C35H37ClP2Pt",
  "method": "the ωB97M-V functional and the def2-TZVPD basis",
  "s_squared": 6.04,
  "total_charge": 2,
  "homo_lumo_gap_ev": [4.3, 3.0],
  "multiplicity": 5,
  "symbols": ["Pt", "C", "C", "C", "C", "C", "C", "C", "C", "C", "H", "H", "H", "H", "H", "H", "H", "H", "H", "H", "H", "H", "H", "H", "H", "P", "P", "C", "C", "C", "C", "C", "C", "C", "C", "C", "C", "C", "C", "C", "C", "C", "C", "C", "C", "C", "C", "C", "C", "C", "C", "C", "C", "H", "H", "H", "H", "H", "H", "H", "H", "H", "H", "H", "H", "H", "H", "H", "H", "H", "H", "H", "H", "H", "H", "Cl"],
  "positions_angstrom": [[0.153, -0.125, -1.869], [-1.525, -0.360, -0.357], [-2.057, -0.488, -1.660], [-2.916, 0.564, -2.321], [-2.132, 1.587, -3.154], [-0.667, 1.629, -2.809], [-0.268, 2.019, -1.503], [-1.215, 2.208, -0.326], [-1.587, 0.904, 0.458], [1.996, 0.531, -1.219], [-1.368, -1.301, 0.194], [-2.249, -1.510, -2.014], [-3.549, 1.080, -1.582], [-3.617, 0.037, -2.978], [-2.230, 1.354, -4.217], [-2.583, 2.581, -3.026], [0.011, 1.841, -3.647], [0.655, 2.625, -1.475], [-2.106, 2.759, -0.672], [-0.734, 2.888, 0.398], [-0.885, 0.788, 1.307], [-2.575, 1.011, 0.948], [2.670, -0.284, -0.909], [1.901, 1.263, -0.396], [2.429, 1.075, -2.070], [-0.157, -1.973, -8.690], [1.742, 0.552, -9.156], [-0.819, -0.448, -9.375], [-0.026, 0.644, -9.509], [-0.799, -3.248, -9.852], [-1.930, -3.045, -10.665], [-2.253, -3.975, -11.665], [-1.499, -5.141, -11.819], [-0.404, -5.378, -10.978], [-0.044, -4.433, -10.008], [-1.105, -2.189, -7.129], [-0.735, -1.389, -6.033], [-1.342, -1.582, -4.797], [-2.380, -2.508, -4.647], [-2.760, -3.294, -5.738], [-2.104, -3.167, -6.965], [2.428, 1.144, -10.767], [2.299, 0.304, -11.901], [2.920, 0.637, -13.106], [3.645, 1.831, -13.224], [3.704, 2.709, -12.135], [3.112, 2.363, -10.912], [2.013, 1.979, -8.040], [3.219, 2.013, -7.304], [3.450, 3.037, -6.385], [2.493, 4.047, -6.211], [1.321, 4.044, -6.973], [1.072, 3.000, -7.875], [-1.875, -0.427, -9.646], [-0.409, 1.577, -9.930], [-2.550, -2.160, -10.519], [-3.109, -3.778, -12.316], [-1.766, -5.869, -12.591], [0.174, -6.300, -11.075], [0.824, -4.604, -9.368], [0.022, -0.609, -6.147], [-0.973, -1.040, -3.914], [-2.861, -2.624, -3.676], [-3.579, -4.015, -5.630], [-2.380, -3.802, -7.805], [1.708, -0.615, -11.827], [2.846, -0.032, -13.969], [4.149, 2.082, -14.160], [4.222, 3.670, -12.236], [3.186, 3.060, -10.071], [3.959, 1.230, -7.464], [4.375, 3.043, -5.806], [2.662, 4.836, -5.477], [0.587, 4.849, -6.876], [0.148, 2.982, -8.452], [0.504, -2.458, -1.927]]
}

Computed F_max, in the same sequence as the records: 0.6 3.1 eV/A.
Computed energy relative to the best compared isomer or geometry (same formula, charge and spin), in the same sequence as the records: 11.9 50.7 kJ/mol.